1.
The following is a quantum chemistry calculation of the molecule C6H10O, from the OMol25 dataset.

Positions of all 17 atoms, in Å:
C1 0.2820 1.7715 -0.2045
C2 -0.6076 0.5707 0.1179
C3 -0.9191 -0.2586 -1.1536
C4 0.0086 -1.4424 -1.0533
C5 0.5691 -1.5307 0.1481
C6 0.0834 -0.4381 1.0716
O1 1.1054 0.2007 1.8149
H1 1.2157 1.4547 -0.6823
H2 -0.2430 2.4487 -0.8885
H3 0.5429 2.3265 0.7001
H4 -1.5306 0.9399 0.5785
H5 -0.7566 0.3211 -2.0710
H6 -1.9642 -0.5949 -1.1699
H7 0.1569 -2.1433 -1.8705
H8 1.2464 -2.3178 0.4704
H9 -0.6606 -0.8578 1.7679
H10 1.4714 -0.4503 2.4241

Atomic forces in eV per Å
0.0 0.0 0.0
-0.1 0.0 0.0
-0.1 0.0 0.0
0.1 0.0 0.1
-0.1 0.0 -0.2
-0.3 -0.1 -0.2
0.2 -0.1 0.2
-0.1 0.0 0.1
0.1 -0.1 0.1
0.0 -0.1 -0.1
0.1 -0.1 -0.1
0.0 -0.1 0.1
0.1 0.0 0.0
0.0 0.1 0.1
-0.1 0.1 0.0
0.1 0.1 0.0
0.0 0.1 0.0

For the HOMO energy, the calculation gives -9.4 eV. The LUMO energy comes out at 0.94 eV. The value obtained for the orbital gap is 10.321 eV. Its net charge is 0. The calculation puts the energy above the lowest of the compared OMol25 structures with the same formula, charge and spin at 21.0 kJ/mol. Its SMILES is C[C@H]1CC=C[C@H]1O.

2.
The following is a quantum chemistry calculation of a cluster of 6 separate species, C26H56B2NO22 in total at a distorted geometry, from the OMol25 dataset.

Positions of all 107 atoms, in Å:
C1 5.0794 0.5456 2.2569
C2 3.9251 0.1429 3.1886
O1 2.7122 0.2055 2.4463
C3 1.7250 -0.7641 2.8117
C4 2.1293 -2.1892 2.4437
C5 2.3812 -2.3046 0.9460
C6 3.3292 -3.4520 0.5431
C7 3.0907 -4.7756 1.2847
C8 4.0460 -5.0118 2.4430
N1 3.4928 -6.0417 3.3302
O2 0.6287 -0.5014 1.9959
B1 -0.3180 0.4762 2.6295
C9 -0.0045 1.9866 2.0089
B2 -1.2496 2.8395 1.5902
O3 -1.1644 3.7071 0.5027
O4 -2.4507 2.7884 2.2699
O5 0.0236 0.3020 4.0789
C10 1.1496 -0.4879 4.2328
C11 0.9769 -1.6765 5.1768
O6 1.7466 -1.5074 6.3733
O7 3.0685 -1.9154 6.0292
H1 4.6754 0.5697 1.2546
H2 5.9020 -0.1559 2.3200
H3 5.3893 1.5510 2.5135
H4 3.8515 0.8885 3.9800
H5 4.0878 -0.8301 3.6407
H6 1.3577 -2.8996 2.7110
H7 3.0454 -2.4690 2.9616
H8 2.8048 -1.3858 0.5606
H9 1.4553 -2.4467 0.4043
H10 3.1250 -3.6560 -0.5054
H11 4.3748 -3.1568 0.5959
H12 2.0574 -4.8379 1.6061
H13 3.2754 -5.5781 0.5778
H14 4.2567 -4.0881 2.9779
H15 4.9918 -5.3734 2.0503
H16 3.9444 -6.0310 4.2335
H17 2.4978 -5.9073 3.4375
H18 -1.4959 0.1784 2.4850
H19 0.6312 2.5389 2.7039
H20 0.5990 1.8314 1.1109
H21 -0.3612 3.4618 0.0175
H22 -3.1780 2.7973 1.6305
H23 1.8506 0.1630 4.7727
H24 1.2977 -2.6234 4.7525
H25 -0.0403 -1.7278 5.5411
H26 3.6258 -1.2031 6.3759
C12 -3.7419 1.3082 -5.3678
O8 -4.2594 1.4161 -4.0397
C13 -3.8112 2.4807 -3.3602
O9 -3.0416 3.3027 -3.7849
O10 -4.3660 2.4536 -2.1583
C14 -3.9769 3.5067 -1.2646
H27 -4.1791 0.4101 -5.7966
H28 -4.0314 2.1707 -5.9655
H29 -2.6584 1.2105 -5.3538
H30 -4.2503 4.4778 -1.6733
H31 -2.9117 3.4640 -1.0549
H32 -4.5258 3.3434 -0.3415
C15 11.1437 -0.9894 3.4538
O11 10.0236 -0.8768 2.5765
C16 10.3321 -0.4895 1.3380
O12 11.4387 -0.2422 0.9314
O13 9.2053 -0.4250 0.6327
C17 9.3792 -0.0187 -0.7252
H33 10.7510 -1.3084 4.4149
H34 11.8474 -1.7340 3.0861
H35 11.6413 -0.0282 3.5681
H36 10.0112 -0.7251 -1.2602
H37 9.8056 0.9813 -0.7758
H38 8.3894 -0.0106 -1.1716
C18 0.6724 2.5875 -9.2950
O14 -0.1820 2.6701 -8.1555
C19 -0.3219 3.9066 -7.6635
O15 0.1997 4.8981 -8.1057
O16 -1.1320 3.8425 -6.6133
C20 -1.3818 5.0986 -5.9710
H39 0.6968 1.5415 -9.5873
H40 0.2780 3.1829 -10.1166
H41 1.6798 2.9156 -9.0457
H42 -1.8610 5.7902 -6.6623
H43 -0.4561 5.5261 -5.5910
H44 -2.0495 4.8938 -5.1418
C21 -10.7493 0.6035 -0.9473
O17 -9.7494 -0.1949 -1.5785
C22 -8.7070 0.5058 -2.0444
O18 -8.5788 1.6995 -1.9732
O19 -7.8498 -0.3490 -2.5919
C23 -6.6492 0.2534 -3.1028
H45 -11.5282 -0.0793 -0.6190
H46 -10.3375 1.1234 -0.0843
H47 -11.1703 1.3205 -1.6501
H48 -6.1078 0.7311 -2.2942
H49 -6.8712 0.9717 -3.8874
H50 -6.0431 -0.5488 -3.5114
C24 -7.4460 -2.3447 0.1229
O20 -6.3166 -2.6445 0.9438
C25 -5.7089 -1.5565 1.4367
O21 -6.0508 -0.4179 1.2345
O22 -4.6730 -1.9511 2.1625
C26 -3.8950 -0.8819 2.7360
H51 -7.8451 -3.2922 -0.2294
H52 -8.2138 -1.8240 0.6931
H53 -7.1461 -1.7449 -0.7313
H54 -4.5057 -0.2849 3.4113
H55 -3.4653 -0.2550 1.9616
H56 -3.0885 -1.3467 3.2921

Atomic forces in eV per Å
-0.6 -0.1 0.5
-0.2 0.7 -0.5
0.6 -0.6 0.4
-2.5 0.1 -0.8
1.0 0.4 -0.3
0.6 -0.4 -0.3
-0.7 -0.1 -0.1
0.9 0.3 -0.4
-0.5 -0.2 0.4
0.3 -0.2 -0.3
0.0 -0.3 -0.1
0.4 0.1 0.1
-0.7 -0.1 0.1
0.9 -0.2 0.6
-0.2 -0.3 -0.6
-0.4 -0.2 -0.5
-0.6 -0.2 0.0
1.0 0.9 0.4
0.3 0.2 0.0
-0.3 0.0 0.3
0.6 -0.2 -0.1
0.1 -0.1 -0.4
0.3 0.0 -0.1
0.4 0.1 -0.1
0.1 -0.1 0.4
0.0 -0.2 0.0
-0.2 0.1 0.3
0.0 -0.1 0.3
0.0 0.4 0.0
-0.4 0.1 0.1
0.2 0.1 -0.3
0.2 0.0 0.2
-0.3 0.0 0.1
-0.3 -0.3 -0.1
0.0 0.2 0.0
0.3 0.0 -0.1
-0.2 0.0 0.1
0.0 0.1 0.3
0.2 -0.1 -0.3
0.1 0.1 0.2
0.3 0.0 -0.1
-0.2 0.3 0.3
0.1 0.4 0.4
0.5 -0.3 0.0
-0.2 -0.2 -0.1
-0.3 0.0 0.0
-0.3 0.1 -0.1
0.0 -0.1 -0.2
0.1 0.1 -0.1
-0.1 -0.1 0.2
0.0 0.1 0.0
-0.1 0.0 0.0
0.1 0.1 0.1
-0.1 0.0 0.1
0.1 0.1 0.0
0.0 0.1 0.0
0.1 0.0 -0.1
0.0 0.1 -0.1
-0.1 -0.1 -0.1
0.1 0.0 0.2
0.0 0.0 0.0
-0.1 0.0 0.0
0.0 0.0 0.0
0.0 0.0 0.0
-0.1 0.0 -0.2
-0.1 0.0 -0.1
0.0 0.1 -0.1
0.1 0.0 -0.1
0.1 0.0 0.0
0.1 0.0 0.0
-0.1 0.0 0.1
0.1 -0.1 -0.1
0.0 0.0 0.0
-0.1 0.0 0.1
0.0 0.0 0.0
0.0 0.0 -0.1
-0.2 0.2 0.2
-0.1 0.0 0.1
0.0 0.1 0.0
0.0 0.1 0.0
0.1 0.0 -0.1
0.0 0.0 -0.1
0.0 -0.2 0.0
-0.2 0.0 0.1
0.0 0.0 0.0
0.1 0.0 0.0
-0.1 0.0 0.0
-0.1 0.0 -0.2
0.1 0.0 0.1
0.1 -0.1 0.0
0.0 0.1 -0.1
0.1 0.1 0.0
0.0 0.1 0.0
-0.1 0.1 0.1
-0.1 -0.1 0.0
-0.1 -0.1 -0.1
-0.1 0.0 0.0
0.3 0.0 0.1
-0.1 0.0 0.0
-0.2 0.0 0.0
0.1 0.1 0.1
0.1 -0.1 0.1
0.0 0.1 0.0
-0.1 0.1 0.0
-0.1 0.0 -0.1
-0.1 0.0 0.0
0.0 -0.1 -0.1

For the HOMO energy, the calculation gives -4.4 eV. The LUMO energy comes out at 2.08 eV. The value obtained for the orbital gap is 6.471 eV. Its net charge is -1.

3.
The following is a quantum chemistry calculation of a cluster of 10 separate species, C9H39N18O10 in total at a distorted geometry, from the OMol25 dataset.

Positions of all 76 atoms, in Å:
O1 -0.1770 -0.7651 -0.1684
H1 -0.6655 -0.2722 0.4949
H2 0.2576 -1.5277 0.2204
H3 0.4651 -0.1725 -0.5660
C1 -2.0389 0.5691 4.7614
O2 -2.6499 0.4390 5.8149
N1 -0.7315 0.6321 4.7105
N2 -2.5870 0.4845 3.5687
H4 -0.0391 0.5758 3.9773
H5 -0.3054 0.7592 5.6173
H6 -2.0263 0.1583 2.7946
H7 -3.5889 0.3837 3.4912
C2 2.7327 1.8776 -3.2165
O3 2.7516 2.0350 -4.4558
N3 2.5754 0.7992 -2.5579
N4 2.7609 2.8917 -2.4209
H8 2.3829 0.8326 -1.5670
H9 2.6091 0.0022 -3.1773
H10 2.7257 2.8080 -1.4150
H11 2.9712 3.7287 -2.9455
C3 -4.1572 -0.7340 0.0856
O4 -3.0218 -0.3955 0.4610
N5 -5.1183 -1.2735 0.8846
N6 -4.7120 -0.4960 -1.1406
H12 -5.9855 -1.4090 0.3848
H13 -4.9530 -1.7648 1.7514
H14 -5.6109 -0.9012 -1.3594
H15 -4.1326 0.0016 -1.8015
C4 2.1292 -3.5224 -0.7492
O5 1.0543 -3.1199 -0.5824
N7 2.6426 -3.6966 -1.8771
N8 3.0003 -3.8929 0.1535
H16 3.6494 -3.7593 -1.9270
H17 2.1249 -3.3291 -2.6627
H18 3.9760 -4.0258 -0.0714
H19 2.6775 -4.0632 1.0952
C5 -0.7799 2.4151 1.4312
O6 -0.6165 1.2307 1.4047
N9 -0.1975 3.2904 0.5934
N10 -1.4233 3.0456 2.4119
H20 -0.1719 4.2872 0.7543
H21 0.1270 2.8352 -0.2478
H22 -1.7925 2.4972 3.1755
H23 -1.4353 4.0523 2.3313
C6 -0.1067 -0.5391 -5.3032
O7 -0.9617 0.2584 -5.5794
N11 0.0587 -0.9635 -4.0971
N12 0.8236 -1.0002 -6.0986
H24 0.9405 -1.3606 -3.8060
H25 -0.3505 -0.3915 -3.3721
H26 0.9323 -0.7041 -7.0581
H27 1.6526 -1.3051 -5.6090
C7 2.7913 0.8427 1.3602
O8 2.4828 0.4491 0.2449
N13 1.9956 0.9911 2.3362
N14 3.9976 1.1277 1.7541
H28 1.2035 0.3645 2.3273
H29 2.3631 1.2984 3.2254
H30 4.0809 0.9881 2.7509
H31 4.7145 0.8656 1.0926
C8 0.8892 -2.0378 3.1881
O9 0.6909 -1.6393 2.1022
N15 2.0224 -2.0637 3.7272
N16 0.0185 -2.6495 3.9134
H32 2.7274 -1.6000 3.1722
H33 2.2532 -2.8496 4.3181
H34 0.4000 -2.9283 4.8061
H35 -0.7935 -3.0544 3.4696
C9 -1.9787 1.5406 -2.3915
O10 -0.9603 0.9152 -2.2205
N17 -2.7708 1.2997 -3.4291
N18 -2.4914 2.5382 -1.7105
H36 -3.6928 1.6793 -3.5897
H37 -2.3682 0.6579 -4.0971
H38 -1.9702 2.6893 -0.8586
H39 -3.2896 3.0692 -2.0283

Atomic forces in eV per Å
-0.6 -0.5 -1.7
-0.8 1.1 1.0
0.8 -1.3 0.6
0.6 0.5 0.0
-2.0 -2.0 1.9
0.1 0.9 -0.1
4.8 0.8 1.7
-1.9 0.1 -2.9
-1.1 0.1 -0.4
-0.1 -0.2 0.0
-0.3 0.3 -0.2
0.3 -0.1 0.2
-0.5 2.2 -4.1
0.2 -1.1 0.8
-0.6 -5.3 0.4
0.4 4.3 1.4
0.4 -0.9 0.1
0.0 -0.4 1.0
0.3 0.4 -0.3
-0.1 0.5 0.9
0.2 0.5 1.0
-1.0 -0.5 -0.8
-0.2 -0.3 0.1
1.1 0.4 -0.3
-0.1 -0.4 0.9
0.1 0.2 -0.3
0.5 0.3 -0.5
-0.5 -0.3 -0.1
2.3 -0.9 2.6
-6.6 2.4 1.5
2.7 -0.1 -8.0
1.7 -0.7 4.4
-0.4 -0.2 -0.7
0.4 -0.3 0.0
-0.4 -0.3 0.4
0.3 0.2 -0.2
0.1 2.9 2.0
0.0 -3.2 -0.9
0.5 -0.5 -1.9
-0.5 0.5 0.3
0.0 -0.3 -0.4
0.5 0.7 -0.1
-0.2 0.4 0.0
-0.5 -0.3 0.8
2.8 -1.9 -0.4
-2.9 2.8 -1.4
-0.3 -0.6 3.9
1.3 -0.5 -2.3
0.0 0.0 -0.2
-0.8 0.4 1.1
-0.1 0.1 0.0
0.1 0.0 -0.7
0.8 -0.6 -2.1
-0.6 -0.3 -1.8
-4.7 0.1 4.0
3.8 0.4 -0.3
-0.4 0.4 0.0
-0.4 -0.1 -0.1
1.3 0.2 -0.5
0.4 0.2 0.5
-2.5 -2.1 0.2
-1.4 3.0 -5.5
7.3 0.9 2.4
-3.1 -1.8 2.2
0.4 -0.4 0.4
0.5 0.5 0.0
-1.3 -0.4 0.1
0.0 0.1 0.6
-2.2 1.0 -1.5
2.2 -0.9 0.9
-0.6 -2.0 -2.7
1.1 1.0 2.7
0.4 0.0 0.0
-0.8 0.2 -0.1
-0.8 0.9 0.2
0.4 0.0 0.4

For the HOMO energy (alpha / beta), the calculation gives -13.4 / -13.4 eV. The LUMO energy (alpha / beta) comes out at -5.05 / -10.93 eV. The value obtained for the orbital gap (alpha / beta) is 8.399 / 2.519 eV. As for the multiplicity: 2. Its net charge is +2. The calculation puts the energy above the lowest of the compared OMol25 structures with the same formula, charge and spin at 186.1 kJ/mol. The expectation value of S² is 0.7571.

Sequential E output: -8431.0225; -75760.8123; -57250.9204 eV